This record from the OMol25 dataset describes a cluster of 24 separate species, C51H159N39O24 in total at a distorted geometry. The level of theory is the ωB97M-V functional and the def2-TZVPD basis.

The total energy is -5980.03677 Eh. For the LUMO energy, the calculation gives -0.273 eV. The calculation puts the frontier orbital gap at 8.55 eV.

Each line ends with the Löwdin charge.
Element x y z (Å)
C1 26.95404 -26.83240 26.09149  -0.820
O1 27.44131 -26.41038 25.08293  0.046
N1 25.79174 -26.46674 26.50463  0.195
N2 27.57519 -27.66031 26.91086  0.172
H1 25.39000 -25.80888 25.85201  0.063
H2 25.46691 -26.70548 27.43069  0.051
H3 28.58040 -27.69877 26.82044  0.109
H4 27.08904 -27.81924 27.78178  0.072
C2 20.67819 -30.83561 24.83759  -0.810
O2 20.62345 -31.92592 24.27172  0.011
N3 21.57647 -29.98927 24.71687  0.193
N4 19.77899 -30.47451 25.75028  0.157
H5 22.30894 -30.27934 24.08485  0.128
H6 21.52839 -29.06552 25.12241  0.099
H7 19.01228 -31.09280 25.97380  0.095
H8 19.81891 -29.60849 26.26847  0.032
C3 28.91796 -29.37677 36.46091  -0.775
O3 28.16472 -30.31370 36.26652  0.017
N5 28.67200 -28.22031 35.97841  0.186
N6 30.10232 -29.37906 36.99212  0.175
H9 27.76851 -28.04188 35.56373  0.099
H10 29.23900 -27.44046 36.27918  0.120
H11 30.49273 -30.25950 37.29625  0.126
H12 30.63125 -28.51880 36.97523  0.115
C4 26.24337 -30.08625 33.54435  -0.826
O4 25.66102 -29.62182 32.56860  -0.023
N7 25.70371 -30.36406 34.61107  0.227
N8 27.47838 -30.37039 33.57414  0.205
H13 26.14545 -30.98833 35.27081  0.128
H14 24.71654 -30.20732 34.46607  0.086
H15 27.81821 -30.85961 34.38978  0.091
H16 28.05809 -30.10594 32.79049  0.052
C5 19.19391 -22.17542 32.50375  -0.791
O5 18.75052 -23.22226 32.13052  0.031
N9 18.56432 -21.39925 33.30229  0.206
N10 20.41452 -21.81730 32.17141  0.198
H17 17.74463 -21.78507 33.74877  0.135
H18 18.98722 -20.50109 33.48822  0.087
H19 20.87049 -21.00676 32.56541  0.049
H20 20.93438 -22.31451 31.46246  0.052
C6 19.80327 -28.49057 33.96923  -0.804
O6 18.69153 -28.05163 34.02430  0.049
N11 20.68439 -28.36301 33.03180  0.205
N12 20.35096 -29.17946 34.97363  0.157
H21 20.22978 -27.83857 32.29805  0.077
H22 21.46963 -28.97933 32.87799  0.083
H23 21.33466 -29.39544 34.89748  0.052
H24 19.88885 -29.20652 35.87130  0.113
C7 19.65003 -26.26325 30.53054  -0.772
O7 19.83516 -27.39137 30.15719  -0.002
N13 18.46379 -25.69255 30.64048  0.200
N14 20.60218 -25.42236 30.78358  0.223
H25 17.70889 -26.31876 30.39949  0.121
H26 18.27488 -24.89327 31.22833  0.072
H27 21.54248 -25.56669 30.44431  0.082
H28 20.31888 -24.61738 31.32381  0.079
C8 23.11109 -21.44156 36.32444  -0.782
O8 23.72474 -21.98185 37.21720  0.033
N15 22.64767 -22.07417 35.28483  0.197
N16 23.02282 -20.14360 36.21131  0.167
H29 22.67115 -23.08118 35.35884  0.058
H30 21.95889 -21.70841 34.64303  0.085
H31 23.28199 -19.55010 36.98635  0.116
H32 22.74056 -19.77941 35.31253  0.070
C9 26.37273 -30.75586 26.32634  -0.794
O9 26.71733 -31.07705 27.47470  -0.024
N17 26.98430 -31.13914 25.29785  0.196
N18 25.39992 -29.99525 26.02763  0.214
H33 27.76411 -31.77996 25.33460  0.139
H34 26.57092 -30.90517 24.40652  0.126
H35 24.79321 -29.58192 26.72128  0.086
H36 25.35551 -29.72414 25.05571  0.122
C10 18.24849 -30.93398 29.45323  -0.817
O10 17.72600 -31.99895 29.37325  0.057
N19 18.25637 -30.13779 28.40240  0.178
N20 18.62739 -30.39385 30.58512  0.183
H37 18.81177 -29.29423 28.40900  0.068
H38 17.97963 -30.60900 27.55300  0.097
H39 18.92111 -29.42901 30.63900  0.074
H40 18.67845 -31.06021 31.34238  0.121
C11 20.87982 -18.55049 33.11377  -0.731
O11 21.50532 -19.54557 33.40258  0.015
N21 20.84030 -17.97938 31.96756  0.201
N22 19.80703 -18.07103 33.74006  0.157
H41 20.40489 -17.06839 31.99254  0.126
H42 21.32627 -18.46114 31.22471  0.110
H43 19.61455 -18.49330 34.63713  0.121
H44 19.32307 -17.23692 33.43982  0.117
C12 22.42492 -30.04843 28.53769  -0.758
O12 23.04205 -29.14519 27.94358  -0.030
N23 21.46431 -29.89157 29.36158  0.220
N24 22.75839 -31.27102 28.48670  0.210
H45 20.93947 -30.69685 29.67170  0.105
H46 21.03284 -28.97922 29.40092  0.072
H47 23.56947 -31.65321 28.02175  0.124
H48 22.22253 -31.91909 29.04613  0.124
C13 28.28139 -29.86053 30.18425  -0.789
O13 28.73501 -29.77064 31.31008  0.003
N25 27.03949 -29.87179 29.97099  0.192
N26 29.00971 -29.96324 29.09467  0.194
H49 26.71231 -30.32165 29.12797  0.057
H50 26.53309 -29.98239 30.83784  0.077
H51 29.98429 -29.78479 29.29072  0.119
H52 28.53766 -30.01874 28.20349  0.079
C14 22.67943 -30.94009 33.28822  -0.856
O14 22.91083 -30.07249 34.06630  0.020
N27 23.32584 -31.03226 32.23347  0.213
N28 21.67776 -31.75606 33.35443  0.215
H53 23.57788 -31.95109 31.89830  0.066
H54 24.09131 -30.37354 32.24842  0.061
H55 20.96600 -31.62718 34.05934  0.114
H56 21.53072 -32.35413 32.55394  0.120
C15 25.32681 -33.58107 31.32493  -0.774
O15 24.15814 -33.69260 31.56610  0.033
N29 25.82791 -32.64237 30.58095  0.201
N30 26.23881 -34.38442 31.82658  0.174
H57 25.21584 -32.01597 30.07787  0.102
H58 26.82482 -32.61631 30.42097  0.119
H59 26.00033 -35.16686 32.41904  0.120
H60 27.22113 -34.15382 31.87103  0.111
C16 29.12310 -25.04662 29.10212  -0.035
C17 30.33816 -25.13980 30.09383  -0.380
C18 30.07140 -26.22361 31.19157  -0.144
O16 28.94601 -25.87634 32.04977  -0.242
C19 28.18911 -26.95135 32.57954  -0.097
N31 31.60548 -25.38675 29.38982  0.040
H61 29.31087 -24.35695 28.27920  0.051
H62 28.18513 -24.73773 29.56354  0.068
H63 29.04552 -26.05043 28.68446  0.063
H64 30.43134 -24.27949 30.75660  0.121
H65 30.92472 -26.42068 31.84050  0.126
H66 29.75356 -27.18536 30.78892  0.101
H67 27.38340 -26.73662 33.28155  0.077
H68 28.91641 -27.50968 33.16894  0.080
H69 27.72193 -27.56569 31.80985  0.070
H70 31.73748 -24.64714 28.71480  0.067
H71 31.50645 -26.18925 28.78460  0.063
C20 26.22503 -22.17370 29.19940  -0.037
C21 27.25602 -21.40142 28.34100  -0.389
C22 27.99035 -20.37210 29.19428  -0.196
O17 28.52947 -19.42456 28.25758  -0.194
C23 28.68259 -18.04375 28.73423  -0.056
N32 28.16715 -22.28952 27.58794  0.063
H72 26.75610 -22.71185 29.98455  0.070
H73 25.55801 -22.79147 28.59812  0.053
H74 25.59527 -21.45723 29.72681  0.071
H75 26.70317 -20.78728 27.63016  0.117
H76 28.75543 -20.89035 29.77235  0.121
H77 27.32602 -19.89007 29.91150  0.107
H78 29.19508 -18.17430 29.68734  0.071
H79 27.76110 -17.51837 28.98509  0.070
H80 29.24596 -17.40528 28.05374  0.086
H81 28.51322 -23.02079 28.19257  0.015
H82 28.97152 -21.79330 27.23178  0.092
C24 22.90693 -15.64995 29.59003  -0.041
C25 24.09935 -16.60408 29.37891  -0.436
C26 24.16649 -17.68740 30.34147  -0.248
O18 24.42906 -17.30178 31.68926  -0.163
C27 24.73376 -18.38015 32.58407  -0.083
N33 23.98173 -17.00325 27.96708  0.068
H83 22.01398 -16.23817 29.80157  0.055
H84 22.59907 -15.00954 28.76347  0.079
H85 23.13200 -15.04804 30.47046  0.078
H86 25.07692 -16.15484 29.55397  0.139
H87 24.95539 -18.36943 30.02436  0.118
H88 23.27355 -18.30883 30.27388  0.097
H89 24.78704 -18.02182 33.61211  0.089
H90 25.74463 -18.73592 32.38489  0.068
H91 24.08314 -19.25370 32.62520  0.073
H92 24.36023 -17.93004 27.83326  0.055
H93 23.01543 -17.20527 27.75368  0.039
C28 25.06892 -21.22265 24.92957  -0.062
C29 25.24838 -22.70459 25.18988  -0.428
C30 24.50246 -23.54098 24.14568  -0.172
O19 24.60378 -24.91116 24.49207  -0.278
C31 23.94240 -25.88574 23.69560  -0.085
N34 26.65322 -23.07272 25.10218  0.081
H94 25.44982 -20.85675 23.97608  0.084
H95 25.49426 -20.55712 25.68074  0.062
H96 24.01656 -20.93923 24.91205  0.063
H97 24.79730 -22.98979 26.14029  0.108
H98 24.87262 -23.47105 23.12285  0.134
H99 23.41898 -23.42600 24.11493  0.118
H100 24.47072 -25.87914 22.74223  0.092
H101 22.89555 -25.68654 23.46639  0.083
H102 24.02939 -26.89084 24.10828  0.080
H103 27.08716 -22.69875 25.93401  0.017
H104 26.71293 -24.04682 25.36231  0.042
C32 22.86919 -21.20459 27.55650  -0.058
C33 22.00218 -21.01357 28.81939  -0.365
C34 20.75988 -20.14317 28.49931  -0.192
O20 21.20095 -18.89721 27.99220  -0.216
C35 20.14965 -17.92890 27.69109  -0.075
N35 21.75025 -22.38419 29.35037  0.068
H105 22.33808 -21.63939 26.70976  0.089
H106 23.78304 -21.73635 27.82147  0.049
H107 23.22488 -20.20607 27.30245  0.062
H108 22.60705 -20.52293 29.58196  0.118
H109 20.21230 -20.00488 29.43158  0.111
H110 20.19130 -20.69693 27.75220  0.129
H111 19.43171 -17.72312 28.48502  0.083
H112 19.56765 -18.25802 26.83025  0.082
H113 20.54186 -17.00172 27.27321  0.081
H114 22.52206 -22.99806 29.56847  0.045
H115 21.13279 -22.92402 28.76093  0.069
C36 23.69920 -27.52864 31.33458  -0.012
C37 23.98285 -26.71469 29.99293  -0.335
C38 24.55726 -25.28608 30.20351  -0.196
O21 23.48019 -24.54831 30.65062  -0.233
C39 23.44737 -23.74956 31.85034  -0.044
N36 25.02585 -27.47463 29.25292  0.050
H116 24.46025 -27.25645 32.06589  0.070
H117 23.71125 -28.59184 31.09467  0.056
H118 22.75123 -27.23493 31.78535  0.048
H119 23.05547 -26.62978 29.42649  0.104
H120 24.84793 -24.83978 29.25249  0.092
H121 25.38490 -25.31328 30.91230  0.132
H122 22.49041 -23.22801 31.83283  0.047
H123 24.15551 -22.92221 31.89650  0.083
H124 23.51216 -24.27652 32.80230  0.080
H125 24.53412 -28.30546 28.95625  0.032
H126 25.67919 -27.84403 29.92878  0.048
C40 18.87657 -26.77221 25.53050  -0.033
C41 20.25131 -26.73534 26.29335  -0.433
C42 20.30965 -25.44127 27.16664  -0.150
O22 21.54156 -25.36029 27.90313  -0.218
C43 22.68535 -25.34569 27.05528  -0.087
N37 20.49257 -27.89699 27.04710  0.059
H127 18.93523 -26.10553 24.67015  0.070
H128 18.01557 -26.37990 26.07167  0.073
H129 18.64646 -27.74134 25.08785  0.067
H130 21.01949 -26.71653 25.52027  0.120
H131 19.46975 -25.44446 27.86138  0.120
H132 20.24236 -24.51755 26.59191  0.124
H133 23.42224 -24.79995 27.64456  0.077
H134 22.53258 -24.77402 26.13989  0.089
H135 23.09513 -26.33423 26.84798  0.082
H136 20.04631 -27.58155 27.89648  0.054
H137 21.45652 -27.68452 27.26100  0.051
C44 25.03587 -26.87771 36.38361  -0.048
C45 24.19273 -25.59526 36.09899  -0.399
C46 22.96478 -25.94837 35.18571  -0.137
O23 22.24964 -24.69805 35.00220  -0.272
C47 21.02220 -24.88401 34.36218  -0.089
N38 23.65335 -25.07616 37.37520  0.054
H138 25.72805 -26.97390 35.54710  0.049
H139 24.34190 -27.70631 36.52476  0.079
H140 25.60834 -26.81797 37.30925  0.072
H141 24.80294 -24.87003 35.56067  0.122
H142 22.31540 -26.72960 35.58077  0.124
H143 23.32662 -26.26452 34.20734  0.107
H144 20.49273 -23.94277 34.50994  0.084
H145 20.31675 -25.57312 34.82648  0.100
H146 21.24742 -25.08607 33.31502  0.071
H147 24.51402 -24.67119 37.71483  0.065
H148 23.06768 -24.27706 37.17889  0.037
C48 27.36305 -22.47267 33.85411  -0.050
C49 28.69731 -22.36763 33.07247  -0.419
C50 29.21624 -20.87510 32.97806  -0.210
O24 28.24543 -19.89464 32.67688  -0.222
C51 28.78494 -18.55524 32.94061  -0.068
N39 29.67606 -23.32887 33.49181  0.048
H149 26.52131 -22.10281 33.26864  0.059
H150 27.31688 -21.91294 34.78827  0.075
H151 27.09378 -23.44934 34.25624  0.061
H152 28.48251 -22.64849 32.04141  0.111
H153 29.93636 -20.86727 32.15985  0.112
H154 29.76789 -20.71612 33.90461  0.119
H155 29.80972 -18.49539 32.57407  0.082
H156 28.69509 -18.33410 34.00415  0.090
H157 28.19733 -17.89966 32.29795  0.075
H158 29.27185 -24.21360 33.21986  0.039
H159 29.78854 -23.30072 34.49514  0.073